118
Properties=species:S:1:pos:R:3:forces:R:3 method="wB97M-V/def2-TZVPD" mol_weight_g_mol=1255.75 charge=0 spin_multiplicity=3 s_squared=2.01 orbital_gap_ev="6.070 / 6.580"
Ti -0.098 -0.616 0.794 0.28 0.58 1.08
C -5.934 0.984 -0.850 0.00 0.02 0.00
C -5.263 2.128 -1.267 -0.01 0.00 0.00
C -3.927 2.304 -0.952 -0.04 0.05 0.08
C -3.229 1.322 -0.242 0.04 0.12 -0.05
C -3.922 0.205 0.210 0.16 -0.21 -0.07
C -5.266 0.035 -0.097 -0.05 -0.07 0.02
P -1.499 1.541 0.326 0.03 0.06 -0.50
C -1.798 2.979 1.412 -0.06 -0.01 -0.01
C -2.832 2.880 2.340 0.00 -0.05 0.05
C -3.116 3.937 3.185 0.00 0.05 0.03
C -2.372 5.106 3.111 -0.01 -0.01 0.01
C -1.351 5.212 2.179 -0.01 0.07 0.05
C -1.067 4.156 1.330 0.03 0.03 0.00
C -0.496 2.272 -1.041 -0.02 0.02 0.08
C -0.973 2.624 -2.296 -0.07 -0.03 0.02
C -0.109 3.117 -3.266 0.03 0.01 -0.03
C 1.235 3.277 -2.979 -0.05 0.01 -0.06
C 1.720 2.908 -1.731 0.13 0.02 -0.03
C 0.884 2.386 -0.750 -0.03 -0.01 0.08
Si 1.462 1.386 0.765 0.24 0.02 0.13
C 3.311 0.921 0.553 -0.18 0.09 0.09
C 4.369 1.829 0.520 0.11 0.09 0.00
C 5.683 1.410 0.392 0.01 -0.03 0.00
C 5.968 0.055 0.272 0.02 0.08 0.01
C 4.938 -0.866 0.301 0.10 -0.10 -0.05
C 3.621 -0.442 0.469 -0.13 -0.06 0.02
P 2.221 -1.616 0.463 0.05 0.34 -0.04
C 2.456 -2.471 -1.128 0.08 0.00 -0.03
C 1.832 -3.700 -1.321 -0.08 -0.09 -0.01
C 1.826 -4.294 -2.571 -0.01 -0.06 -0.04
C 2.449 -3.671 -3.643 0.04 0.02 -0.04
C 3.077 -2.449 -3.457 0.00 -0.04 0.00
C 3.075 -1.846 -2.208 0.00 -0.08 0.00
C 2.495 -2.930 1.688 0.02 -0.11 -0.11
C 1.319 -3.525 2.138 -0.10 0.03 0.05
C 1.358 -4.585 3.029 -0.09 -0.05 0.04
C 2.577 -5.057 3.485 0.05 0.01 -0.01
C 3.754 -4.468 3.044 -0.04 0.00 0.02
C 3.716 -3.414 2.146 0.03 0.03 0.08
C 1.408 2.407 2.373 -0.06 -0.07 -0.09
C 2.001 3.657 2.553 0.03 0.07 0.00
C 2.021 4.278 3.788 0.01 0.02 0.01
C 1.469 3.638 4.891 0.02 0.05 0.04
C 0.882 2.397 4.741 -0.02 0.01 0.06
C 0.810 1.797 3.483 0.12 -0.13 -0.01
P 0.126 0.101 3.280 -0.18 0.10 -0.24
C -1.485 0.054 4.150 -0.02 0.06 -0.03
C -2.220 -1.120 3.964 0.06 -0.01 -0.06
C -3.478 -1.265 4.523 -0.05 -0.02 0.02
C -4.035 -0.228 5.258 -0.03 0.00 0.01
C -3.326 0.950 5.426 -0.04 0.01 0.02
C -2.061 1.093 4.877 0.07 -0.05 -0.02
C 1.240 -0.784 4.422 -0.12 0.06 0.18
C 0.785 -1.607 5.444 -0.02 -0.01 -0.03
C 1.688 -2.243 6.281 0.06 -0.03 0.03
C 3.050 -2.058 6.106 0.03 0.01 -0.02
C 3.507 -1.232 5.087 0.05 -0.07 0.04
C 2.608 -0.600 4.248 0.12 -0.01 -0.08
H -6.979 0.848 -1.095 -0.01 0.00 -0.01
H -5.787 2.895 -1.822 -0.01 0.00 0.00
H -3.443 3.235 -1.217 0.04 -0.01 -0.02
H -3.413 -0.541 0.813 0.00 0.06 -0.05
H -5.782 -0.847 0.260 -0.03 -0.02 0.00
H -3.425 1.974 2.401 0.03 0.01 0.01
H -3.920 3.844 3.903 -0.03 0.01 0.03
H -2.591 5.932 3.772 -0.02 0.05 0.04
H -0.770 6.121 2.110 0.02 0.06 0.01
H -0.272 4.256 0.605 0.02 0.00 -0.01
H -2.010 2.476 -2.556 -0.06 0.00 0.02
H -0.492 3.364 -4.247 -0.01 0.01 -0.03
H 1.910 3.663 -3.730 0.03 0.02 -0.05
H 2.783 2.988 -1.537 0.03 0.01 0.01
H 4.164 2.889 0.605 0.00 0.07 0.00
H 6.486 2.136 0.373 0.02 0.02 0.00
H 6.987 -0.281 0.147 0.08 -0.01 -0.01
H 5.163 -1.915 0.150 -0.02 0.02 0.01
H 1.340 -4.194 -0.490 0.00 0.01 -0.04
H 1.332 -5.247 -2.707 -0.01 -0.02 -0.02
H 2.443 -4.138 -4.619 0.00 -0.01 -0.03
H 3.565 -1.957 -4.288 0.02 0.02 -0.04
H 3.556 -0.886 -2.078 0.01 0.03 0.00
H 0.352 -3.150 1.798 0.10 -0.09 0.08
H 0.434 -5.029 3.374 -0.02 -0.03 0.01
H 2.612 -5.876 4.188 0.01 -0.06 0.05
H 4.708 -4.826 3.406 0.06 -0.03 0.03
H 4.645 -2.960 1.834 0.00 0.01 -0.02
H 2.453 4.158 1.705 0.03 0.04 -0.05
H 2.484 5.250 3.901 0.01 0.04 0.00
H 1.511 4.102 5.868 0.01 0.01 0.02
H 0.505 1.877 5.613 -0.01 -0.01 0.02
H -1.821 -1.914 3.343 0.00 -0.01 0.00
H -4.030 -2.180 4.363 -0.03 -0.04 -0.01
H -5.023 -0.334 5.683 -0.04 0.00 0.02
H -3.761 1.771 5.980 -0.02 0.04 0.03
H -1.545 2.033 4.991 0.03 0.04 0.00
H -0.276 -1.749 5.601 -0.03 0.01 -0.01
H 1.322 -2.879 7.076 0.00 -0.04 0.04
H 3.754 -2.550 6.763 0.04 -0.02 0.03
H 4.569 -1.081 4.943 0.04 0.00 0.01
H 2.976 0.051 3.459 -0.03 -0.04 0.05
I -3.781 -4.207 1.505 0.01 0.01 0.02
C -2.915 -3.510 -0.253 -0.09 0.13 0.02
C -3.291 -4.066 -1.484 0.02 0.01 -0.24
C -2.735 -3.621 -2.655 -0.04 -0.02 0.13
I -3.346 -4.507 -4.447 0.01 0.01 0.02
C -1.760 -2.586 -2.641 -0.07 -0.11 -0.18
C -1.097 -2.075 -3.782 0.11 0.16 0.11
C -0.153 -1.096 -3.629 -0.21 -0.17 -0.03
C 0.144 -0.622 -2.346 0.14 0.22 0.03
N -0.448 -1.071 -1.259 -0.34 -0.16 -0.58
C -1.403 -2.038 -1.399 -0.12 -0.16 0.02
C -1.992 -2.486 -0.169 0.12 -0.35 -0.17
O -1.596 -1.947 0.946 -0.22 -0.30 0.21
H -4.028 -4.856 -1.496 -0.01 -0.02 -0.03
H -1.341 -2.465 -4.759 -0.01 -0.02 -0.07
H 0.376 -0.684 -4.475 0.01 0.00 -0.05
H 0.889 0.156 -2.205 -0.05 -0.08 -0.01

50
Properties=species:S:1:pos:R:3:forces:R:3 method="wB97M-V/def2-TZVPD" mol_weight_g_mol=758.37 charge=-1 e_above_lowest_kcal_mol=9.0 spin_multiplicity=2 s_squared=0.77 orbital_gap_ev="5.619 / 7.361"
Pt -0.812 0.183 0.515 -0.26 0.98 -0.19
Cl -4.382 -0.233 2.294 -0.03 0.05 -0.05
Ge -2.233 -0.610 2.223 0.12 -0.42 0.38
Cl -1.601 -0.253 4.295 -0.09 0.01 -0.15
Cl -2.217 -2.859 2.256 -0.07 0.16 -0.06
O 2.734 1.524 2.008 -0.06 0.08 0.07
C 1.921 0.622 1.954 0.23 -0.01 -0.06
O 0.637 0.729 2.007 -0.24 0.15 -0.09
C 2.486 -0.805 1.845 -0.43 -0.30 -0.03
N 1.336 -1.763 1.743 0.48 -0.99 3.60
C 1.500 -2.835 2.761 0.05 0.47 0.09
C 2.278 -2.125 3.861 0.05 -0.16 0.09
C 3.271 -1.256 3.081 -0.03 0.04 0.04
H 3.039 -0.852 0.913 0.18 -0.06 0.08
H 1.222 -2.065 0.769 0.19 -0.28 -0.44
H 0.515 -1.174 1.956 0.16 -0.32 0.04
H 2.080 -3.641 2.313 0.03 -0.02 -0.01
H 0.518 -3.204 3.047 0.03 -0.03 0.05
H 2.762 -2.831 4.534 0.04 0.03 0.06
H 1.598 -1.503 4.447 -0.01 0.02 -0.02
H 4.144 -1.842 2.787 -0.01 -0.02 -0.02
H 3.620 -0.390 3.639 0.04 -0.01 0.02
O 2.419 -1.387 -2.126 -0.12 0.04 0.22
C 1.561 -0.834 -1.446 0.11 0.14 -0.76
O 1.094 -1.227 -0.320 -0.27 0.75 -3.07
C 0.875 0.420 -1.965 0.07 0.01 0.00
C 0.501 1.467 -1.053 -0.11 -0.35 0.21
C -0.169 2.582 -1.638 -0.21 0.01 -0.02
C -0.599 2.602 -2.945 -0.01 0.04 0.13
C -0.292 1.520 -3.751 0.01 -0.04 -0.12
C 0.487 0.442 -3.274 0.05 -0.03 0.04
N -0.757 1.519 -5.115 -0.02 -0.03 0.06
O -1.444 2.459 -5.501 0.03 0.00 0.01
O -0.454 0.568 -5.824 0.01 0.00 -0.01
N -0.464 3.734 -0.812 0.41 0.27 -0.14
O -0.043 3.729 0.331 -0.16 -0.10 0.01
O -1.081 4.673 -1.313 -0.13 -0.14 0.08
H 1.103 1.667 -0.171 0.08 0.04 -0.09
H -1.151 3.444 -3.331 0.00 0.00 0.00
H 0.764 -0.369 -3.931 -0.02 0.01 -0.02
C -3.412 1.662 -0.691 0.02 0.01 0.05
O -3.086 0.373 -1.258 -0.03 -0.03 -0.04
C -2.065 -0.301 -0.835 -0.08 0.00 0.09
C -1.953 -1.609 -1.538 0.06 0.00 -0.01
H -2.759 2.412 -1.124 0.01 0.03 -0.03
H -3.300 1.633 0.390 0.00 0.00 -0.04
H -4.442 1.844 -0.978 0.00 0.00 0.02
H -2.287 -2.385 -0.841 -0.02 0.03 0.02
H -0.905 -1.818 -1.748 -0.03 -0.02 -0.04
H -2.560 -1.636 -2.442 0.01 0.00 -0.01